No. 1
Here is C23H44B3Cl2F9O7 as an isolated structure from OMol25. Energies are from ωB97M-V/def2-TZVPD.

Last column: Löwdin charge in e.
CARTESIAN COORDINATES (ANGSTROEM)
C 0.919 1.539 -1.123  -0.070
C 0.318 0.475 -2.004  -0.730
Cl -0.096 0.957 -3.620  0.706
C 0.098 -0.733 -1.580  -0.550
Cl -0.606 -1.920 -2.667  0.684
B 0.448 -1.160 -0.105  -0.565
O -0.106 -0.433 0.929  0.275
B 0.914 -0.292 1.880  -0.289
O 1.491 -1.478 2.299  0.308
B 2.047 -2.157 1.245  -0.420
C 3.489 -2.841 1.480  -0.305
F 4.047 -2.206 2.534  0.134
F 3.269 -4.095 1.918  0.143
C 4.552 -2.783 0.342  -0.379
F 5.302 -1.704 0.545  0.176
F 5.372 -3.823 0.484  0.178
C 4.106 -2.727 -1.135  -0.353
F 3.590 -1.567 -1.482  0.191
F 5.243 -2.800 -1.838  0.149
C 3.203 -3.909 -1.659  -0.597
F 2.817 -4.727 -0.715  0.219
F 2.192 -3.428 -2.314  0.197
F 3.880 -4.623 -2.534  0.195
O 1.307 -2.238 0.095  0.313
H 0.182 1.851 -0.384  0.099
H 1.811 1.178 -0.610  0.089
H 1.218 2.396 -1.721  0.078
H 1.262 0.780 2.242  0.137
C 7.001 -1.478 -4.067  -0.082
C 6.352 -0.154 -4.433  -0.276
O 6.946 0.965 -3.799  -0.160
C 8.306 1.204 -4.111  -0.284
C 8.550 1.502 -5.581  -0.082
H 7.078 -1.581 -2.985  0.071
H 6.415 -2.309 -4.461  0.078
H 8.010 -1.558 -4.477  0.068
H 5.312 -0.164 -4.103  0.115
H 6.334 -0.015 -5.520  0.108
H 8.930 0.369 -3.772  0.107
H 8.598 2.072 -3.519  0.117
H 8.380 0.621 -6.204  0.065
H 9.581 1.823 -5.737  0.075
H 7.878 2.287 -5.931  0.082
C -3.831 1.320 3.996  -0.069
C -2.342 1.117 4.217  -0.278
O -1.594 2.320 4.187  -0.164
C -1.913 3.273 5.184  -0.282
C -1.669 2.779 6.600  -0.081
H -4.011 1.922 3.104  0.085
H -4.333 0.358 3.881  0.071
H -4.294 1.837 4.839  0.068
H -1.946 0.499 3.408  0.110
H -2.154 0.572 5.149  0.109
H -2.945 3.623 5.064  0.108
H -1.269 4.132 4.990  0.118
H -2.373 1.993 6.878  0.066
H -1.787 3.597 7.312  0.076
H -0.663 2.369 6.695  0.082
C -4.401 -4.825 3.610  -0.080
C -4.620 -3.341 3.855  -0.288
O -5.786 -2.830 3.235  -0.165
C -7.013 -3.386 3.670  -0.282
C -7.303 -3.147 5.143  -0.081
H -4.464 -5.051 2.545  0.083
H -3.421 -5.130 3.981  0.076
H -5.152 -5.431 4.120  0.066
H -3.785 -2.784 3.425  0.113
H -4.626 -3.116 4.927  0.107
H -7.057 -4.455 3.432  0.107
H -7.786 -2.903 3.072  0.118
H -6.620 -3.708 5.783  0.066
H -8.318 -3.461 5.386  0.076
H -7.190 -2.090 5.389  0.081
C -4.944 3.636 -2.968  -0.080
C -3.561 4.170 -2.637  -0.281
O -2.522 3.546 -3.367  -0.181
C -2.568 3.700 -4.773  -0.290
C -2.454 5.145 -5.231  -0.079
H -4.960 2.547 -2.906  0.083
H -5.684 4.041 -2.277  0.076
H -5.250 3.911 -3.980  0.066
H -3.346 3.970 -1.586  0.117
H -3.520 5.258 -2.764  0.107
H -3.470 3.230 -5.182  0.110
H -1.719 3.136 -5.162  0.098
H -3.340 5.723 -4.962  0.066
H -2.344 5.192 -6.315  0.076
H -1.593 5.627 -4.766  0.082

The lowest unoccupied orbital energy comes out at 0.19 eV. The value obtained for the frontier orbital gap is 9.6 eV. As for the energy above the lowest of the compared OMol25 structures with the same formula, charge and spin: 0.772 eV.

No. 2
Here is C23H44BBr19FO3 as an isolated structure from OMol25. Energies are from ωB97M-V/def2-TZVPD.

Last column: Löwdin charge in e.
CARTESIAN COORDINATES (ANGSTROEM)
O -5.770 1.827 -5.216  0.048
C -4.587 2.035 -5.277  -0.375
O -3.646 1.105 -5.090  -0.057
C -3.082 1.106 -3.727  -0.178
C -4.101 0.681 -2.688  -0.142
B -3.441 0.467 -1.198  -0.625
F -2.116 -0.191 -1.271  -0.178
C -3.492 1.869 -0.251  -0.129
C -2.202 2.386 0.184  -0.855
O -2.062 2.654 1.422  -0.437
Br -0.716 2.738 -1.069  0.672
H -4.240 3.046 -5.565  0.143
H -2.266 0.388 -3.687  0.105
H -2.668 2.104 -3.548  0.104
H -4.512 -0.283 -2.997  0.101
H -4.877 1.441 -2.577  0.046
H -4.167 -0.337 -0.626  0.082
H -3.993 2.679 -0.796  0.109
H -4.050 1.663 0.659  0.101
Br -11.340 2.441 -2.653  0.574
C -9.984 2.400 -4.054  -0.698
C -8.752 1.656 -3.619  -0.691
Br -7.657 2.715 -2.419  0.647
H -9.781 3.432 -4.323  0.048
H -10.459 1.895 -4.892  0.053
H -8.110 1.448 -4.474  0.041
H -8.977 0.728 -3.103  0.053
Br 2.865 0.000 0.490  0.581
C 1.619 -0.815 1.763  -0.637
C 0.191 -0.631 1.318  -0.633
Br -0.513 1.183 1.587  0.887
H 1.829 -0.373 2.731  0.010
H 1.888 -1.872 1.785  0.056
H -0.465 -1.278 1.901  0.062
H 0.041 -0.815 0.259  -0.085
Br -1.437 8.663 2.415  0.574
C -1.756 6.834 3.018  -0.693
C -1.767 5.860 1.873  -0.689
Br -3.428 5.951 0.867  0.621
H -2.689 6.846 3.572  0.048
H -0.935 6.613 3.697  0.056
H -1.717 4.836 2.240  0.036
H -0.962 6.026 1.164  0.055
Br 0.427 -0.853 -2.011  0.800
C 2.084 -1.584 -2.711  -0.692
C 1.883 -2.942 -3.324  -0.698
Br 1.701 -4.325 -1.963  0.603
H 2.797 -1.591 -1.891  -0.006
H 2.414 -0.872 -3.468  0.059
H 2.757 -3.233 -3.905  -0.022
H 0.999 -3.002 -3.951  0.054
Br 0.796 0.836 5.419  0.653
C -0.812 0.662 6.502  -0.693
C -2.046 0.574 5.643  -0.687
Br -2.556 2.313 4.937  0.632
H -0.828 1.506 7.184  0.028
H -0.674 -0.256 7.070  0.054
H -2.899 0.249 6.236  0.054
H -1.925 -0.088 4.791  0.050
Br 2.696 4.266 7.382  0.605
C 3.664 3.000 8.496  -0.701
C 3.035 1.634 8.456  -0.697
Br 1.421 1.563 9.543  0.610
H 3.700 3.421 9.496  0.046
H 4.670 2.967 8.083  0.056
H 3.703 0.893 8.890  0.057
H 2.753 1.324 7.455  -0.014
Br 5.859 -3.101 -3.533  0.637
C 6.399 -4.044 -5.147  -0.696
C 5.287 -4.086 -6.160  -0.690
Br 3.934 -5.397 -5.678  0.637
H 6.728 -5.032 -4.840  0.048
H 7.247 -3.485 -5.535  0.055
H 5.663 -4.406 -7.129  0.055
H 4.778 -3.133 -6.269  0.053
Br 6.258 -1.584 1.765  0.594
C 7.281 0.003 1.298  -0.696
C 7.146 1.078 2.342  -0.704
Br 5.436 1.998 2.219  0.600
H 6.942 0.321 0.317  0.051
H 8.313 -0.336 1.232  0.052
H 7.895 1.853 2.189  0.051
H 7.227 0.694 3.354  0.045
Br 0.612 -8.269 -4.280  0.597
C 2.246 -8.267 -3.223  -0.711
C 2.085 -9.071 -1.960  -0.701
Br 1.059 -8.104 -0.622  0.601
H 2.501 -7.227 -3.037  0.008
H 3.002 -8.715 -3.865  0.054
H 3.053 -9.254 -1.499  0.055
H 1.579 -10.018 -2.123  0.046

The lowest unoccupied orbital energy comes out at 1.51 eV. The value obtained for the frontier orbital gap is 7.1 eV. As for the charge: -1.

No. 3
Here is a 3-piece molecular cluster, C23H44BN4O2 overall from OMol25. Energies are from ωB97M-V/def2-TZVPD.

Last column: Löwdin charge in e.
CARTESIAN COORDINATES (ANGSTROEM)
O 4.492 -1.794 6.147  0.124
B 3.067 -1.604 6.064  -0.508
O 2.245 -1.843 7.239  0.100
N 2.347 -1.206 4.795  0.104
C 0.990 -0.733 4.934  0.070
N 0.549 -0.474 3.596  0.090
C 1.578 -0.764 2.614  0.064
C 2.801 -1.262 3.410  -0.072
C 4.217 -1.770 2.871  -0.096
C 4.185 -3.293 2.298  -0.150
C 2.748 -3.981 2.358  -0.194
C 2.000 -4.441 3.632  -0.049
C 0.588 -5.097 3.662  -0.061
C -0.145 -5.306 2.314  -0.064
C 0.591 -4.891 1.006  -0.054
C 2.020 -4.240 0.985  -0.015
H 4.672 -2.726 5.884  0.121
H 2.222 -2.820 7.410  0.133
H 0.399 -0.599 5.896  0.178
H -0.402 -0.148 3.365  0.173
H 1.497 -0.662 1.487  0.139
H 4.583 -1.052 2.041  0.129
H 5.042 -1.731 3.681  0.119
H 4.476 -3.207 1.181  0.117
H 5.002 -3.945 2.794  0.128
H 2.532 -4.264 4.641  0.088
H 0.159 -5.359 4.686  0.092
H -1.197 -5.758 2.353  0.098
H 0.039 -5.068 0.026  0.089
H 2.496 -3.970 -0.029  0.103
C 2.870 2.101 0.561  -0.100
C 1.679 2.251 -0.378  -0.276
N 0.782 3.343 -0.021  -0.195
C -0.489 3.308 -0.743  -0.248
C -0.449 3.493 -2.258  -0.080
C 1.393 4.666 0.101  -0.245
C 2.127 5.224 -1.118  -0.082
H 2.544 1.998 1.600  0.064
H 3.439 1.204 0.297  0.066
H 3.554 2.950 0.492  0.071
H 1.118 1.309 -0.333  0.103
H 2.049 2.346 -1.407  0.103
H -1.169 4.051 -0.315  0.116
H -0.966 2.342 -0.534  0.090
H -0.270 4.534 -2.533  0.061
H -1.416 3.216 -2.688  0.062
H 0.309 2.869 -2.737  0.072
H 2.099 4.640 0.938  0.101
H 0.633 5.388 0.416  0.117
H 2.769 4.483 -1.599  0.069
H 2.767 6.056 -0.809  0.077
H 1.432 5.618 -1.860  0.058
C -2.428 -0.181 -2.323  -0.087
C -2.968 0.621 -3.502  -0.280
N -3.727 -0.176 -4.459  -0.193
C -3.998 0.526 -5.712  -0.249
C -4.885 1.768 -5.652  -0.089
C -4.851 -0.937 -3.917  -0.247
C -5.948 -0.162 -3.188  -0.087
H -1.831 -1.031 -2.664  0.080
H -1.786 0.455 -1.707  0.045
H -3.230 -0.553 -1.681  0.066
H -2.101 1.051 -4.016  0.113
H -3.557 1.464 -3.118  0.096
H -4.423 -0.176 -6.436  0.114
H -3.034 0.822 -6.145  0.109
H -5.936 1.507 -5.518  0.056
H -4.814 2.317 -6.595  0.074
H -4.591 2.454 -4.855  0.066
H -4.452 -1.689 -3.227  0.099
H -5.309 -1.527 -4.717  0.116
H -5.548 0.587 -2.500  0.067
H -6.553 -0.855 -2.596  0.073
H -6.624 0.332 -3.886  0.056

The lowest unoccupied orbital energy comes out at -3.86 eV. The value obtained for the frontier orbital gap is 5.8 eV. As for the charge: +1. As for the energy above the lowest of the compared OMol25 structures with the same formula, charge and spin: 4.760 eV.